(1)
ORCA calculation (the ωB97M-V functional and the def2-TZVPD basis) on one molecule with the formula C2H6BBrO2.

Geometry as XYZ:
```
12
C2H6BBrO2 | OMol25 | the ωB97M-V functional and the def2-TZVPD basis
Br 0.144 -2.609 -0.746
O -1.801 0.265 -0.309
O 0.414 0.209 -1.208
C 1.360 -1.151 -1.225
C 0.071 0.990 1.369
B -0.551 0.563 -0.063
H -1.940 -0.471 -0.894
H 1.134 1.167 1.379
H -0.251 0.114 -1.913
H -0.382 1.779 2.004
H 1.814 -0.964 -0.299
H -0.013 0.107 1.903
```

Properties
Relative energy (zero: lowest compared OMol25 entry of this formula, charge and spin), kcal per mole: 86.3
E_tot, Ha: -2829.0975
HOMO energy, eV: -7.95
LUMO level, eV: 0.138
2S+1: 1
Kohn-Sham gap, eV: 8.09

(2)
ORCA calculation (the ωB97M-V functional and the def2-TZVPD basis) on an isolated ion of composition C3H12N3P2 and charge +1.

Geometry as XYZ:
```
20
C3H12N3P2 | OMol25 | the ωB97M-V functional and the def2-TZVPD basis
P 1.537 0.846 -2.465
P 1.355 -1.410 -0.504
N 0.845 -2.516 -1.441
N 0.511 1.032 -1.039
N -0.665 0.168 0.703
C -0.914 -0.942 1.629
C 0.229 0.102 -0.239
C -1.297 1.381 1.005
H 1.427 -3.265 -1.537
H -0.632 -0.701 2.613
H -0.317 -1.894 1.191
H -0.018 1.909 -0.899
H 1.899 -1.645 0.904
H 2.550 -0.729 -1.008
H -1.900 -1.271 1.718
H 0.978 1.927 -3.072
H -0.928 2.035 1.880
H 2.663 1.537 -2.123
H -1.434 2.008 0.152
H -2.313 1.199 1.279
```

Properties
Net charge: +1
Relative energy (zero: lowest compared OMol25 entry of this formula, charge and spin), kcal per mole: 27.3
E_tot, Ha: -968.1232
HOMO energy, eV: -13.14
LUMO level, eV: -3.783
SMILES: C[N+](C)=C(NP)[PH2]=N
2S+1: 1
Kohn-Sham gap, eV: 9.35

(3)
ORCA calculation (the ωB97M-V functional and the def2-TZVPD basis) on a 7-piece molecular cluster, C45H96BrINO16P2S overall.

Geometry as XYZ:
```
163
C45H96BrINO16P2S | OMol25 | the ωB97M-V functional and the def2-TZVPD basis
I -2.998 1.992 2.494
Br -2.733 -0.554 1.581
S 3.498 -1.776 2.114
P 2.702 -0.008 2.199
P -0.333 2.361 0.273
O -3.420 -1.414 6.054
O 3.376 -2.582 7.320
O -6.969 2.051 -3.499
O -0.964 3.715 0.427
O 5.192 -4.703 6.394
O -5.298 -1.533 8.318
O 8.198 2.430 5.905
O -1.820 -1.375 -3.527
O -6.001 -0.392 -2.177
O 6.501 0.479 7.311
O -0.270 -0.783 -0.424
O 2.528 0.369 -10.863
O -0.379 0.399 -7.892
O -1.101 3.011 -9.055
O -3.362 -2.329 -5.509
O 3.504 -2.083 -9.557
N -1.316 -0.404 2.802
C -4.088 -0.239 5.618
C -1.327 7.745 4.744
C 7.163 2.769 6.822
C 4.665 -5.542 7.412
C 6.981 1.693 7.880
C -6.213 -2.201 7.459
C 0.177 1.536 1.883
C -1.966 -2.465 -5.774
C 0.207 6.387 3.007
C 7.534 -0.481 7.132
C -1.132 -3.371 2.644
C 0.252 3.409 -8.891
C -3.041 -1.349 7.431
C -0.554 0.971 -6.607
C -4.808 -0.282 -2.943
C -0.857 -0.577 -2.851
C -1.230 1.762 -9.726
C 0.128 -2.517 2.127
C -0.121 -1.433 -1.711
C 4.352 -2.243 8.299
C -7.414 1.234 -4.574
C -7.421 1.582 -2.235
C -1.497 0.628 -8.748
C -6.330 0.817 -1.503
C 0.011 -0.979 2.454
C 3.193 -0.872 -8.877
C 1.016 -0.382 0.093
C -5.555 -3.140 -6.253
C -1.012 5.183 4.817
C 7.695 1.914 4.683
C -4.007 -2.129 8.309
C 4.684 -1.981 -10.341
C -1.036 1.137 2.825
C 3.928 -2.663 6.011
C -0.696 6.455 4.148
C -1.138 -2.262 -4.431
C -4.119 -2.641 -6.688
C 0.478 3.830 3.210
C 0.894 0.070 1.612
C 2.059 -0.443 -11.930
C 4.177 -4.104 5.599
C 1.107 2.472 2.773
C 0.774 5.117 2.559
C 2.095 -0.099 -9.589
C -0.447 3.917 4.363
H -0.089 -1.946 -4.683
H 1.513 0.404 -0.550
H 2.840 0.443 3.555
H 3.512 0.900 1.431
H 0.806 2.511 -0.595
H 0.876 2.594 -8.520
H -6.027 -2.460 -5.493
H -5.472 -4.192 -5.880
H 6.227 2.030 8.598
H -1.099 -3.271 -3.936
H 4.318 -6.483 6.977
H 3.845 -5.061 7.952
H -3.361 0.570 5.481
H -2.274 7.423 5.269
H -1.260 1.548 -0.464
H -2.964 -0.309 7.764
H -1.497 -2.915 3.614
H 2.620 -0.180 -12.827
H 7.913 1.523 8.428
H -0.670 8.160 5.557
H 4.591 -1.178 8.222
H -4.270 -1.713 -7.311
H -1.687 5.192 5.706
H 4.846 -2.071 5.937
H 5.465 -5.757 8.121
H 1.307 1.905 3.728
H -1.251 0.363 -6.021
H -1.577 -0.549 3.792
H 6.222 2.960 6.294
H 5.264 -2.833 8.188
H 0.957 -1.502 -2.030
H -1.933 -3.255 1.876
H 5.566 -2.006 -9.694
H 2.067 2.728 2.235
H 3.252 -4.690 5.643
H -0.089 -0.118 -3.545
H -7.687 2.465 -1.644
H 4.090 -0.254 -8.755
H -0.922 1.999 -6.662
H 6.922 1.159 4.845
H -6.220 -3.146 -7.162
H -7.269 0.172 -4.367
H 0.235 -2.761 1.045
H -4.754 -1.138 -3.616
H -3.638 -2.107 9.339
H -1.597 -1.683 -6.500
H -6.701 0.538 -0.511
H -4.793 0.631 -3.544
H -6.535 -3.139 7.923
H 4.695 -1.068 -10.943
H 8.524 1.455 4.145
H -8.473 1.430 -4.769
H 0.478 7.349 2.509
H -8.321 0.969 -2.344
H -4.863 0.078 6.320
H -1.348 0.273 -2.307
H 7.290 2.732 4.076
H -6.838 1.501 -5.460
H -0.518 -2.482 -1.707
H 4.534 -4.117 4.564
H -0.846 -4.427 2.856
H 2.838 -1.149 -7.879
H 0.997 -0.242 -12.106
H 7.801 -0.924 8.096
H -3.937 -0.302 -2.280
H -3.608 -3.433 -7.303
H 0.415 0.979 -6.102
H 1.189 -0.706 -9.684
H 0.553 -0.921 3.454
H -5.439 1.441 -1.367
H 0.278 4.226 -8.169
H -0.733 1.281 3.891
H -0.733 3.017 4.971
H -1.705 -3.461 -6.234
H 1.845 0.782 -8.995
H 7.465 3.698 7.314
H -2.049 -1.802 7.510
H 3.192 -2.224 5.328
H 1.466 5.127 1.677
H -1.636 8.504 3.987
H -4.061 -3.176 7.995
H 3.927 -2.440 9.283
H -4.560 -0.455 4.657
H -7.083 -1.558 7.329
H 0.995 -2.906 2.728
H 1.673 -1.298 -0.010
H 8.422 -0.042 6.670
H -2.401 0.824 -8.161
H -1.658 -0.294 -9.314
H -2.085 1.851 -10.401
H 0.649 3.770 -9.845
H 7.159 -1.268 6.476
H -0.343 1.553 -10.334
H 4.718 -2.838 -11.014
H -5.779 -2.407 6.479
H 2.202 -1.507 -11.727
```

Properties
Net charge: +1
E_tot, Ha: -6982.6157
HOMO energy, eV: -10.38
LUMO level, eV: -4.442
2S+1: 1
Kohn-Sham gap, eV: 5.94

(4)
ORCA calculation (the ωB97M-V functional and the def2-TZVPD basis) on an isolated ion of composition C6H12NO and charge +1.

Geometry as XYZ:
```
20
C6H12NO | OMol25 | the ωB97M-V functional and the def2-TZVPD basis
O 2.178 -0.667 -0.341
N -0.252 -0.370 1.350
C -1.918 0.537 -0.009
C -0.427 -1.251 -0.969
C 0.280 0.991 -0.475
C 2.240 -0.018 0.791
C -0.526 -0.189 0.017
C 1.799 0.761 -0.299
H 0.252 -2.119 -0.657
H -0.111 -1.064 -2.035
H -2.213 0.942 -0.921
H 2.543 -0.319 1.741
H 2.591 1.314 -0.833
H -2.653 -0.145 0.326
H -0.151 -1.253 1.839
H 0.087 1.632 0.293
H 0.021 1.365 -1.453
H -0.412 0.364 2.013
H -1.289 -1.888 -1.128
H -2.041 1.377 0.751
```

Properties
Net charge: +1
Relative energy (zero: lowest compared OMol25 entry of this formula, charge and spin), kcal per mole: 93.1
E_tot, Ha: -365.4011
HOMO energy, eV: -13.66
LUMO level, eV: -5.544
2S+1: 1
Kohn-Sham gap, eV: 8.12

(5)
ORCA calculation (the ωB97M-V functional and the def2-TZVPD basis) on one molecule with the formula C20H20N2O4.

Geometry as XYZ:
```
46
C20H20N2O4 | OMol25 | the ωB97M-V functional and the def2-TZVPD basis
O -0.584 -2.827 -1.598
O -2.473 -0.104 2.728
O 4.082 0.337 1.823
O 5.293 -0.392 0.002
N -2.988 -0.099 0.507
N -0.100 -1.437 0.143
C 1.278 -1.227 0.014
C -2.643 -0.681 1.676
C -3.126 -1.030 -0.589
C -2.502 -2.177 1.418
C 1.522 1.998 -0.764
C 0.839 2.531 0.316
C -3.416 1.275 0.422
C -0.569 1.433 -1.791
C 2.007 -1.672 -1.081
C 1.901 -0.536 1.063
C 3.376 -1.440 -1.176
C -2.769 2.044 -0.735
C -2.364 -2.275 -0.100
C -0.544 2.527 0.334
C -0.917 -2.221 -0.603
C -1.265 1.988 -0.725
C 5.366 0.285 1.237
C 3.248 -0.315 0.955
C 0.815 1.438 -1.813
C 3.979 -0.758 -0.149
H -0.506 -0.952 0.932
H -4.508 1.312 0.306
H 1.343 -0.184 1.916
H -1.110 1.007 -2.625
H -3.090 3.086 -0.649
H 1.341 1.010 -2.653
H 6.057 -0.247 1.911
H -4.185 -1.257 -0.774
H 5.738 1.310 1.076
H 3.942 -1.782 -2.025
H -1.070 2.960 1.173
H 2.600 2.017 -0.789
H -2.691 -0.625 -1.504
H -3.423 -2.657 1.757
H 1.386 2.960 1.142
H -1.676 -2.619 1.974
H 1.501 -2.208 -1.866
H -2.799 -3.187 -0.511
H -3.144 1.662 -1.686
H -3.154 1.727 1.381
```

Properties
Relative energy (zero: lowest compared OMol25 entry of this formula, charge and spin), kcal per mole: 17.2
E_tot, Ha: -1184.6393
HOMO energy, eV: -7.79
LUMO level, eV: 0.729
SMILES: O=C(Nc1ccc2c(c1)OCO2)[C@H]1CC(=O)N(CCc2ccccc2)C1
2S+1: 1
Kohn-Sham gap, eV: 8.52

(6)
ORCA calculation (the ωB97M-V functional and the def2-TZVPD basis) on one molecule with the formula C4H6OS.

Geometry as XYZ:
```
12
C4H6OS | OMol25 | the ωB97M-V functional and the def2-TZVPD basis
S -1.608 -0.846 0.013
O 2.207 -0.599 -0.212
C 0.016 -1.541 0.081
C -1.098 0.808 -0.305
C 0.329 1.115 0.293
C 1.039 -0.369 -0.112
H 0.625 -1.917 1.194
H -1.871 1.364 0.054
H 0.334 1.406 1.180
H -1.113 1.055 -1.417
H 0.869 2.037 -0.051
H 0.271 -2.513 -0.718
```

Properties
Relative energy (zero: lowest compared OMol25 entry of this formula, charge and spin), kcal per mole: 73.0
E_tot, Ha: -629.3308
HOMO energy, eV: -8.83
LUMO level, eV: 0.677
SMILES: O=C1CCSC1
2S+1: 1
Kohn-Sham gap, eV: 9.50

(7)
ORCA calculation (the ωB97M-V functional and the def2-TZVPD basis) on an isolated ion of composition C7H14N3 and charge +1.

Geometry as XYZ:
```
24
C7H14N3 | OMol25 | the ωB97M-V functional and the def2-TZVPD basis
N -1.530 1.266 0.080
N -1.204 -1.197 -0.414
N -2.422 -2.912 -1.007
C -0.513 0.332 -0.504
C -1.548 -1.995 -1.441
C 1.737 1.513 0.154
C 0.857 0.294 0.284
C 1.613 -0.947 -0.062
C -1.811 -1.618 0.736
C -2.560 -2.741 0.382
H 2.258 1.523 1.088
H -0.338 0.396 -1.565
H 2.443 1.387 -0.705
H -1.018 2.258 -0.086
H -1.503 -1.145 1.641
H 2.293 -1.332 0.796
H 0.528 0.157 1.288
H -3.182 -3.401 1.048
H -1.774 1.103 1.065
H -2.414 1.389 -0.456
H 1.308 2.536 0.037
H 2.243 -0.717 -0.937
H 0.860 -1.759 -0.041
H -1.089 -2.041 -2.395
```

Properties
Net charge: +1
Relative energy (zero: lowest compared OMol25 entry of this formula, charge and spin), kcal per mole: 77.9
E_tot, Ha: -439.0640
HOMO energy, eV: -12.51
LUMO level, eV: -4.041
SMILES: CC(C)[C@H]([NH3+])n1ccnc1
2S+1: 1
Kohn-Sham gap, eV: 8.47

(8)
ORCA calculation (the ωB97M-V functional and the def2-TZVPD basis) on a 2-piece molecular cluster, C12H17N overall.

Geometry as XYZ:
```
30
C12H17N | OMol25 | the ωB97M-V functional and the def2-TZVPD basis
N -0.895 0.999 -1.968
C 2.265 0.523 1.504
C -0.265 -0.236 -1.830
C -1.388 1.409 -0.728
C -1.925 0.470 1.567
C 0.841 -2.300 -2.215
C 0.411 -1.068 -2.693
C -1.321 0.376 0.146
C 3.510 0.997 0.735
C 0.344 -2.754 -1.002
C -0.341 -1.968 -0.115
C -0.583 -0.642 -0.484
C -3.336 1.117 1.521
H -3.473 1.849 0.713
H -3.627 1.665 2.429
H 4.108 0.166 0.319
H 4.130 1.552 1.403
H -3.966 0.187 1.428
H 2.077 1.128 2.435
H -1.298 1.055 2.240
H 2.475 -0.490 1.794
H 0.787 -0.795 -3.682
H 0.515 -3.807 -0.759
H -0.642 1.595 -2.782
H 1.414 0.817 0.886
H -0.781 -2.380 0.828
H 1.415 -2.992 -2.823
H -1.698 2.411 -0.621
H -2.091 -0.565 1.835
H 3.337 1.681 -0.084
```

Properties
Relative energy (zero: lowest compared OMol25 entry of this formula, charge and spin), kcal per mole: 30.2
E_tot, Ha: -522.1721
HOMO energy, eV: -7.81
LUMO level, eV: 0.896
SMILES: CCc1c[nH]c2ccccc12.CC
2S+1: 1
Kohn-Sham gap, eV: 8.71

(9)
ORCA calculation (the ωB97M-V functional and the def2-TZVPD basis) on C21H38BF3N2O3STc as an isolated structure.

Geometry as XYZ:
```
70
C21H38BF3N2O3STc | OMol25 | the ωB97M-V functional and the def2-TZVPD basis
Tc -0.207 0.258 0.376
S -1.953 1.899 -1.906
F 1.558 0.911 -1.650
F 1.926 -1.105 -0.933
F 0.294 -0.712 -2.295
O -1.095 1.640 -0.601
O -2.522 -1.234 -0.911
O -1.039 -2.676 0.006
N 1.351 0.128 1.798
N 0.766 -1.135 1.513
C 0.942 -0.220 -1.235
C -2.027 -4.770 -0.935
C -2.040 -7.560 -1.548
C 0.408 5.258 -2.655
C -0.198 4.128 -1.829
C -4.679 4.114 0.313
C -1.095 3.272 -2.718
C -3.053 -5.246 -1.746
C 1.837 1.933 3.320
C 1.634 -0.408 4.217
C -3.236 -6.739 -2.024
C -3.898 -2.967 -2.083
C -0.409 0.809 3.357
C 1.097 0.603 3.212
C -3.970 -4.336 -2.286
C -1.967 -3.404 -0.736
C -3.466 2.620 -1.279
C -2.856 -2.534 -1.290
C -3.355 3.854 -0.394
C -4.490 -7.193 -1.258
C -3.440 -6.983 -3.524
B -1.386 -1.362 -0.166
H -5.495 4.227 -0.401
H -0.365 5.909 -3.065
H -0.512 2.792 -3.506
H -5.382 -6.661 -1.589
H -3.084 4.718 -1.003
H -4.348 -6.519 -3.907
H -2.558 3.710 0.340
H -3.937 1.783 -0.754
H -4.615 -2.282 -2.511
H -4.051 2.798 -2.187
H 1.618 2.392 4.282
H 2.679 -0.649 4.018
H -0.761 4.533 -0.988
H -2.186 -8.601 -1.834
H -3.533 -8.056 -3.698
H 0.348 -1.595 2.321
H -0.984 -0.120 3.295
H -1.892 3.848 -3.196
H -1.933 -7.539 -0.462
H 1.579 0.021 5.217
H -1.107 -7.223 -2.003
H -4.374 -7.043 -0.184
H 2.335 0.104 1.532
H -1.295 -5.428 -0.491
H 0.998 4.869 -3.485
H 1.060 -1.336 4.243
H 0.594 3.500 -1.420
H -2.591 -6.623 -4.106
H -4.933 3.296 0.987
H -4.627 5.028 0.900
H 1.529 2.623 2.533
H -0.629 1.238 4.333
H 1.063 5.869 -2.039
H -4.780 -4.727 -2.886
H 1.397 -1.795 1.056
H -4.654 -8.257 -1.436
H -0.788 1.524 2.613
H 2.917 1.791 3.260
```

Properties
Net charge: +2
Relative energy (zero: lowest compared OMol25 entry of this formula, charge and spin), kcal per mole: 0.0
E_tot, Ha: -1961.1282
HOMO energy (alpha / beta), eV: -13.29 / -13.28
LUMO level (alpha / beta), eV: -7.771 / -7.994
2S+1: 2
Kohn-Sham gap (alpha / beta), eV: 5.52 / 5.29

(10)
ORCA calculation (the ωB97M-V functional and the def2-TZVPD basis) on a 4-piece molecular cluster, C23H44BCl2INO3 overall.

Geometry as XYZ:
```
75
C23H44BCl2INO3 | OMol25 | the ωB97M-V functional and the def2-TZVPD basis
I 2.509 -3.334 -5.898
Cl 7.947 -4.203 -3.404
Cl 5.746 -5.078 -1.353
O 0.717 3.612 0.591
O -5.003 2.296 1.337
O -1.317 0.769 4.512
N 1.471 -0.045 -2.806
C 2.586 0.777 -2.521
C -0.531 4.186 0.943
C 5.952 -2.688 -4.885
C -0.860 4.061 2.420
C -2.275 -0.119 3.951
C -1.035 -0.405 6.653
C -1.328 0.896 5.926
C -4.563 2.905 -1.004
C 2.729 -4.339 -3.987
C 1.957 -1.370 -2.879
C 0.854 2.215 0.825
C 1.955 -6.885 -4.397
C -3.712 0.280 4.237
C 6.219 -3.609 -3.637
C 3.218 -5.880 -4.170
C -5.824 4.500 2.052
C -0.134 1.370 0.040
C 3.345 -1.946 -2.720
C 4.033 0.443 -2.283
C -5.529 2.333 0.018
C 5.192 -3.997 -2.759
C -4.650 3.547 1.911
C 4.507 -1.007 -2.381
B 3.606 -3.569 -2.833
H 4.779 1.270 -2.047
H 0.792 2.001 1.898
H -3.831 4.006 1.348
H -6.206 4.814 1.078
H 5.054 -2.007 -4.829
H -0.548 1.620 6.174
H -1.331 3.766 0.324
H 2.327 1.896 -2.464
H -4.971 2.807 -2.012
H 3.143 -3.989 -1.798
H -5.522 5.398 2.597
H -4.255 3.328 2.906
H -0.945 -0.230 7.727
H 3.934 -5.919 -5.056
H -1.017 3.018 2.709
H -0.088 1.612 -1.024
H 0.086 0.308 0.170
H 5.933 -3.351 -5.824
H -0.465 5.247 0.686
H 1.664 -4.439 -3.555
H -3.890 1.316 3.940
H -6.647 4.022 2.589
H -0.105 -0.849 6.289
H -0.043 4.450 3.033
H -2.078 -1.146 4.276
H -3.602 2.385 -0.960
H 1.140 -2.148 -3.097
H 2.190 -7.646 -5.221
H -3.947 0.200 5.302
H 3.722 -6.276 -3.216
H 0.997 -6.303 -4.572
H 1.867 1.950 0.514
H -2.114 -0.100 2.870
H -5.754 1.298 -0.252
H -6.483 2.871 0.004
H -4.368 3.965 -0.824
H -1.162 1.542 0.372
H -1.773 4.613 2.656
H 1.790 -7.490 -3.433
H -4.403 -0.367 3.693
H 5.573 -1.340 -2.214
H 6.878 -2.013 -5.016
H -2.274 1.332 6.262
H -1.829 -1.139 6.499
```

Properties
Net charge: -1
E_tot, Ha: -2426.0704
HOMO energy, eV: -5.20
LUMO level, eV: 2.118
2S+1: 1
Kohn-Sham gap, eV: 7.32